No. 1
# C16H19ClNO3P

An isolated molecule of C16H19ClNO3P at a distorted geometry (the ωB97M-V functional and the def2-TZVPD basis, the Open Molecules 2025 dataset).

```
41
Properties=species:S:1:pos:R:3:nbo_charge:R:1
N 2.457 -1.222 -1.559 -1.19
P 1.883 0.201 -0.912 2.49
O 2.809 1.327 -1.014 -1.09
O 1.391 -0.145 0.563 -0.83
C 2.285 0.015 1.651 -0.08
C 3.053 -1.269 1.950 -0.43
C 2.176 -2.523 1.973 -0.39
C 0.991 -2.465 2.948 -0.45
C -0.184 -1.697 2.404 0.08
C -0.667 -0.564 3.045 -0.26
C -1.725 0.154 2.516 -0.20
C -2.327 -0.258 1.341 -0.23
C -1.873 -1.403 0.708 -0.21
C -0.816 -2.117 1.239 -0.24
O 0.451 0.331 -1.652 -0.79
C -0.524 1.214 -1.292 0.36
C -0.320 2.260 -0.408 -0.27
C -1.360 3.115 -0.089 -0.19
C -2.611 2.937 -0.653 -0.22
C -2.828 1.899 -1.543 -0.21
C -1.788 1.041 -1.856 -0.11
Cl -2.040 -0.265 -2.951 0.02
H 1.745 -1.911 -1.747 0.41
H 3.046 -1.064 -2.360 0.41
H 2.989 0.824 1.423 0.21
H 1.663 0.307 2.500 0.19
H 3.552 -1.142 2.913 0.21
H 3.818 -1.403 1.182 0.22
H 1.802 -2.701 0.965 0.20
H 2.816 -3.367 2.245 0.21
H 1.317 -2.029 3.895 0.20
H 0.668 -3.490 3.149 0.22
H -0.210 -0.237 3.970 0.21
H -2.079 1.041 3.021 0.21
H -3.146 0.307 0.923 0.22
H -2.347 -1.739 -0.203 0.22
H -0.475 -3.014 0.741 0.20
H 0.665 2.395 0.011 0.24
H -1.188 3.926 0.603 0.22
H -3.422 3.604 -0.404 0.22
H -3.796 1.745 -1.993 0.23
```

The frontier orbital gap comes out at 9.552 eV. For the total energy, the calculation gives -46347.731 eV. The value obtained for the molecular weight is 339.8 g mol⁻¹. As for the spin multiplicity: 1.



No. 2
# C16H19F5FeN3Se2

A structure of composition C16H19F5FeN3Se2 (the ωB97M-V functional and the def2-TZVPD basis, the Open Molecules 2025 dataset).

```
46
Properties=species:S:1:pos:R:3:lowdin_spin:R:1
Fe 0.074 0.326 0.128 3.65
C 1.600 1.772 3.269 0.01
Se -0.022 1.955 2.218 0.04
C 0.263 3.704 1.405 0.00
C -0.811 3.922 0.347 0.00
Se -0.532 2.633 -1.095 0.04
C -2.310 2.578 -1.872 0.01
H 2.456 2.038 2.661 0.00
H 1.680 0.725 3.552 0.00
H 1.527 2.397 4.153 0.00
H 1.266 3.739 0.981 0.00
H 0.180 4.451 2.192 0.00
H -0.736 4.922 -0.074 0.00
H -1.812 3.789 0.757 0.00
H -3.039 2.269 -1.128 0.00
H -2.278 1.852 -2.681 0.00
H -2.554 3.558 -2.272 0.00
N -1.678 -2.499 -0.843 0.00
C -1.089 -1.857 -1.920 0.01
C -1.119 -2.541 -3.146 0.00
C -0.555 -1.951 -4.247 0.00
C 0.047 -0.700 -4.108 0.00
C 0.037 -0.115 -2.871 0.00
N -0.544 -0.656 -1.776 0.04
C -1.726 -2.261 0.516 0.01
C -2.432 -3.236 1.252 0.00
C -2.522 -3.139 2.611 0.00
C -1.901 -2.057 3.239 0.00
C -1.251 -1.150 2.453 0.00
N -1.150 -1.203 1.099 0.03
H -2.106 -3.374 -1.096 0.00
H -1.572 -3.521 -3.204 0.00
H -0.564 -2.460 -5.201 0.00
H 0.529 -0.204 -4.937 0.00
H 0.545 0.829 -2.718 0.00
H -2.890 -4.061 0.723 0.00
H -3.057 -3.888 3.180 0.00
H -1.920 -1.923 4.309 0.00
H -0.762 -0.311 2.924 0.00
F 2.201 -0.614 1.004 0.04
C 2.060 -0.070 -0.309 0.07
F 2.362 -1.079 -1.171 0.01
C 3.201 0.937 -0.414 0.01
F 3.234 1.447 -1.657 0.00
F 4.396 0.424 -0.143 0.00
F 2.995 1.972 0.432 0.00
```

The frontier orbital gap (alpha / beta) comes out at 8.567 / 8.674 eV. For the total energy, the calculation gives -200033.217 eV. The total charge is +1. The value obtained for the molecular weight is 562.1 g mol⁻¹. As for the spin multiplicity: 5.



No. 3
# C16H19N3O5PPt

A structure of composition C16H19N3O5PPt (the ωB97M-V functional and the def2-TZVPD basis, the Open Molecules 2025 dataset).

```
45
Properties=species:S:1:pos:R:3:nbo_charge:R:1
Pt -0.227 0.683 0.052 0.61
O 2.342 -2.943 -3.014 -0.65
C 1.626 -3.726 -2.180 0.45
C 1.740 -5.114 -2.248 -0.32
C 1.039 -5.926 -1.381 -0.14
C 0.208 -5.369 -0.414 -0.25
C 0.090 -4.000 -0.343 -0.12
C 0.780 -3.148 -1.218 -0.25
C 0.553 -1.703 -1.089 0.62
O -0.121 -1.324 -0.025 -0.71
N 0.976 -0.878 -2.031 -0.37
N 0.660 0.391 -1.694 -0.26
C 0.950 1.429 -2.384 0.05
C 0.542 2.705 -1.783 0.16
C 0.844 3.925 -2.352 -0.21
C 0.381 5.090 -1.752 -0.12
C -0.381 4.996 -0.604 -0.24
C -0.631 3.744 -0.064 0.08
N -0.177 2.624 -0.622 -0.45
H 2.862 -3.504 -3.601 0.49
H 2.391 -5.550 -2.998 0.22
H 1.142 -7.000 -1.458 0.23
H -0.344 -6.001 0.267 0.23
H -0.559 -3.553 0.395 0.22
H 1.448 1.360 -3.343 0.24
H 1.430 3.958 -3.259 0.25
H 0.610 6.054 -2.184 0.24
H -0.778 5.873 -0.114 0.25
H -1.194 3.627 0.849 0.23
C -1.448 -1.610 2.863 -0.26
O -1.894 -0.237 2.810 -0.81
P -1.047 0.916 2.157 1.93
O -1.988 2.164 2.449 -0.82
C -3.296 2.194 1.842 -0.27
O 0.133 1.117 3.184 -0.81
C 1.339 1.851 2.920 -0.25
H -2.252 -2.166 3.333 0.21
H -0.546 -1.678 3.469 0.20
H -1.259 -1.981 1.859 0.21
H -3.606 3.234 1.801 0.21
H -3.992 1.628 2.458 0.21
H -3.274 1.769 0.836 0.19
H 2.055 1.544 3.675 0.22
H 1.146 2.919 3.009 0.19
H 1.725 1.615 1.928 0.19
```

The frontier orbital gap comes out at 6.775 eV. For the total energy, the calculation gives -44139.786 eV. The total charge is +1. The value obtained for the molecular weight is 559.4 g mol⁻¹. As for the spin multiplicity: 1.



No. 4
# C16H19N3O5S

An isolated molecule of C16H19N3O5S at a distorted geometry (the ωB97M-V functional and the def2-TZVPD basis, the Open Molecules 2025 dataset).

```
44
Properties=species:S:1:pos:R:3:nbo_charge:R:1
C -4.945 -2.071 -3.164 -0.25
O -4.532 -1.010 -3.995 -0.49
C -3.351 -0.398 -3.715 0.28
C -2.981 0.646 -4.566 -0.22
C -1.804 1.337 -4.376 -0.27
C -0.945 1.015 -3.326 0.30
O 0.227 1.643 -3.067 -0.49
C 0.636 2.696 -3.908 -0.25
C -1.315 -0.036 -2.469 -0.09
C -0.488 -0.442 -1.361 0.44
N -0.761 -1.397 -0.519 -0.29
N 0.254 -1.468 0.359 -0.36
C 1.108 -0.549 0.009 0.29
S 2.602 -0.146 0.768 0.30
C 2.699 -1.490 2.014 -0.61
C 2.784 -0.908 3.419 0.66
O 3.857 -0.854 3.990 -0.63
N 1.642 -0.476 3.991 -0.43
C 0.317 -0.412 3.416 -0.27
C -0.059 1.063 3.215 -0.08
O -0.001 1.768 4.432 -0.52
C 1.286 1.698 5.004 -0.08
C 1.710 0.245 5.249 -0.26
O 0.704 0.142 -1.069 -0.39
C -2.510 -0.732 -2.667 -0.27
H -5.084 -1.740 -2.131 0.18
H -4.231 -2.899 -3.187 0.18
H -5.899 -2.405 -3.569 0.20
H -3.639 0.902 -5.381 0.23
H -1.557 2.136 -5.056 0.22
H -0.076 3.526 -3.887 0.18
H 0.774 2.356 -4.939 0.18
H 1.592 3.030 -3.508 0.20
H 1.849 -2.147 1.850 0.27
H 3.635 -2.015 1.822 0.26
H 0.244 -0.956 2.477 0.25
H -0.383 -0.856 4.134 0.20
H -1.086 1.152 2.856 0.20
H 0.625 1.519 2.482 0.17
H 1.233 2.249 5.944 0.20
H 2.020 2.179 4.339 0.17
H 2.734 0.197 5.620 0.25
H 1.030 -0.225 5.966 0.20
H -2.731 -1.525 -1.974 0.25
```

The frontier orbital gap comes out at 8.400 eV. For the total energy, the calculation gives -42441.826 eV. The value obtained for the molecular weight is 365.4 g mol⁻¹. As for the spin multiplicity: 1.



No. 5
# C16H19N3OReS

A structure of composition C16H19N3OReS (the ωB97M-V functional and the def2-TZVPD basis, the Open Molecules 2025 dataset).

```
41
Properties=species:S:1:pos:R:3:lowdin_spin:R:1
Re -0.322 0.290 -0.497 0.84
N 1.743 -0.266 -0.737 0.02
C 2.365 -0.385 0.600 0.01
C 3.699 -0.661 0.823 0.00
C 4.163 -0.811 2.139 0.01
C 3.296 -0.712 3.202 0.00
C 1.921 -0.440 2.982 0.00
C 0.969 -0.340 4.006 0.01
C -0.377 -0.065 3.707 0.00
C -0.759 0.117 2.411 0.01
N 0.131 0.008 1.359 0.01
C 1.477 -0.271 1.651 0.00
H 1.790 -1.196 -1.177 0.01
H 2.304 0.322 -1.360 0.00
H 4.395 -0.768 -0.004 0.00
H 5.212 -1.021 2.308 0.00
H 3.652 -0.841 4.218 0.00
H 1.270 -0.474 5.041 0.00
H -1.113 0.014 4.498 0.00
H -1.785 0.349 2.145 0.00
S -1.023 4.615 -1.074 0.00
C 0.635 4.295 -1.412 0.01
C 0.923 2.994 -1.237 0.00
N -0.185 2.228 -0.839 0.01
C -1.287 3.025 -0.707 0.02
H 1.302 5.088 -1.725 0.00
H 1.890 2.540 -1.381 0.00
H -2.252 2.652 -0.384 0.00
C -2.987 -1.586 -3.209 0.00
C -2.617 -2.656 -2.160 0.00
C -2.471 -1.944 -0.851 0.00
O -1.848 -0.550 -1.279 0.04
C -2.439 -0.254 -2.738 0.01
H -4.066 -1.506 -3.329 0.00
H -2.549 -1.847 -4.171 0.00
H -1.707 -3.190 -2.426 0.00
H -3.423 -3.388 -2.067 0.00
H -1.758 -2.368 -0.144 0.00
H -3.396 -1.648 -0.360 0.00
H -1.592 0.142 -3.299 0.00
H -3.181 0.510 -2.521 0.00
```

The frontier orbital gap (alpha / beta) comes out at 6.090 / 5.961 eV. For the total energy, the calculation gives -36336.795 eV. The total charge is +4. The value obtained for the molecular weight is 487.6 g mol⁻¹. As for the spin multiplicity: 2.



No. 6
# C16H19N3OS2

An isolated molecule of C16H19N3OS2 at a distorted geometry (the ωB97M-V functional and the def2-TZVPD basis, the Open Molecules 2025 dataset).

```
41
Properties=species:S:1:pos:R:3:nbo_charge:R:1
C -0.636 -3.707 -1.978 -0.38
C -0.443 -3.224 -0.708 -0.20
C 0.850 -2.522 -0.167 -0.26
N 0.628 -1.114 0.064 -0.47
C 0.972 -0.267 -1.022 -0.26
C -0.244 -0.092 -2.063 0.06
N 0.158 0.346 -3.220 -0.45
C -1.044 0.445 -3.995 -0.06
C -2.248 0.237 -3.395 -0.44
S -1.945 -0.198 -1.710 0.42
C 0.246 -0.740 1.335 0.72
O 0.007 -1.600 2.205 -0.63
C 0.137 0.776 1.665 -0.23
C -0.823 1.571 0.870 -0.17
C -2.206 1.367 0.964 -0.26
C -2.980 2.332 0.167 -0.26
C -2.175 3.229 -0.507 -0.37
S -0.422 2.900 -0.196 0.39
C 0.060 1.144 3.133 -0.39
C 1.429 1.332 2.400 -0.20
C 2.702 0.369 2.686 -0.23
N 3.546 0.340 1.488 -0.83
H -1.444 -4.317 -2.252 0.20
H 0.139 -3.407 -2.806 0.19
H -1.055 -3.630 0.136 0.21
H 1.711 -2.812 -0.872 0.21
H 1.231 -3.000 0.713 0.24
H 1.423 0.683 -0.782 0.23
H 1.884 -0.683 -1.481 0.23
H -1.012 0.544 -5.038 0.20
H -3.171 0.233 -3.923 0.24
H -2.705 0.724 1.686 0.24
H -4.001 2.369 -0.058 0.23
H -2.530 4.086 -1.114 0.24
H -0.033 0.336 3.785 0.24
H -0.441 2.151 3.512 0.23
H 1.864 2.271 2.066 0.22
H 3.215 0.820 3.618 0.21
H 2.403 -0.693 2.858 0.21
H 3.991 1.307 1.238 0.35
H 2.963 0.092 0.694 0.35
```

The frontier orbital gap comes out at 9.161 eV. For the total energy, the calculation gives -45084.550 eV. The value obtained for the molecular weight is 333.5 g mol⁻¹. As for the spin multiplicity: 1.



No. 7
# C16H19NOS2

A cluster of 2 separate species, C16H19NOS2 in total at a distorted geometry (the ωB97M-V functional and the def2-TZVPD basis, the Open Molecules 2025 dataset).

```
39
Properties=species:S:1:pos:R:3:nbo_charge:R:1
C -4.988 -1.026 -0.993 -0.08
C -3.524 -0.918 -0.588 -0.26
N -2.896 0.188 -1.329 -0.47
C -1.484 0.229 -1.255 -0.08
S -0.675 -1.201 -0.913 -0.36
S -0.664 1.688 -1.463 -0.37
C -3.603 1.469 -1.201 -0.26
C -5.050 1.256 -1.630 -0.08
O -5.678 0.223 -0.860 -0.54
H -5.038 -1.390 -2.038 0.16
H -5.537 -1.706 -0.324 0.19
H -3.469 -0.762 0.508 0.18
H -3.023 -1.860 -0.849 0.25
H -3.590 1.842 -0.158 0.18
H -3.139 2.212 -1.861 0.24
H -5.672 2.142 -1.434 0.19
H -5.063 1.003 -2.708 0.16
C 3.047 1.768 0.355 -0.50
C 4.131 2.332 -0.648 -0.47
C 4.714 1.089 -1.255 0.06
C 4.162 -0.052 -0.693 -0.30
C 3.185 0.282 0.275 0.34
C 2.524 -0.643 1.145 -0.18
C 2.648 -2.048 0.941 -0.08
C 2.059 -2.952 1.821 -0.22
C 1.337 -2.496 2.935 -0.11
C 1.197 -1.117 3.150 -0.24
C 1.767 -0.200 2.270 -0.03
H 3.247 2.149 1.367 0.25
H 2.040 2.084 0.044 0.32
H 3.664 3.002 -1.382 0.26
H 4.881 2.908 -0.084 0.25
H 5.489 1.115 -2.016 0.23
H 4.439 -1.079 -0.933 0.24
H 3.204 -2.419 0.075 0.22
H 2.170 -4.022 1.639 0.23
H 0.889 -3.213 3.631 0.23
H 0.643 -0.753 4.017 0.23
H 1.656 0.875 2.444 0.21
```

The frontier orbital gap comes out at 3.055 eV. For the total energy, the calculation gives -42105.151 eV. The value obtained for the molecular weight is 305.5 g mol⁻¹. As for the spin multiplicity: 1.



No. 8
# C16H20As2BCl3O2SiTi

A structure of composition C16H20As2BCl3O2SiTi (the ωB97M-V functional and the def2-TZVPD basis, the Open Molecules 2025 dataset).

```
46
Properties=species:S:1:pos:R:3:lowdin_spin:R:1
Ti -1.042 -0.507 0.056 0.76
C 1.399 0.816 3.207 0.00
As 1.260 0.139 1.394 0.01
C 2.437 1.357 0.455 0.00
C 2.262 -1.524 1.496 0.01
C 3.129 -1.783 2.553 0.00
C 3.844 -2.972 2.590 0.00
C 3.702 -3.903 1.574 0.00
C 2.844 -3.648 0.514 0.00
C 2.120 -2.462 0.470 0.00
As 0.880 -2.063 -0.959 0.00
C 0.305 -3.788 -1.607 0.00
C 1.998 -1.419 -2.404 0.00
H 2.448 0.924 3.478 0.00
H 0.915 0.132 3.904 0.00
H 0.928 1.795 3.263 0.00
H 3.449 1.265 0.848 0.00
H 2.063 2.367 0.601 0.00
H 2.435 1.137 -0.610 0.00
H 3.254 -1.074 3.359 0.00
H 4.510 -3.171 3.419 0.00
H 4.256 -4.831 1.608 0.00
H 2.736 -4.387 -0.269 0.00
H 1.154 -4.343 -2.001 0.00
H -0.427 -3.622 -2.394 0.00
H -0.166 -4.340 -0.796 0.00
H 2.805 -2.130 -2.575 0.00
H 2.410 -0.445 -2.158 0.00
H 1.384 -1.321 -3.296 0.00
Cl -1.695 -1.435 2.316 0.04
Si -1.799 0.754 2.407 0.14
Cl -2.471 -1.697 -1.202 0.03
Cl -3.041 1.034 0.700 0.04
O 0.210 1.155 -2.393 0.00
B -0.257 1.267 -1.090 -0.01
O -0.162 2.582 -0.646 0.00
C 0.395 3.291 -1.698 0.00
C 0.707 4.630 -1.764 0.00
C 1.268 5.071 -2.960 0.00
C 1.494 4.203 -4.024 0.00
C 1.170 2.851 -3.942 0.00
C 0.621 2.428 -2.753 0.00
H 0.519 5.300 -0.938 0.00
H 1.529 6.116 -3.064 0.00
H 1.927 4.587 -4.937 0.00
H 1.332 2.170 -4.766 0.00
```

The frontier orbital gap (alpha / beta) comes out at 7.116 / 6.406 eV. For the total energy, the calculation gives -211924.107 eV. The total charge is +1. The value obtained for the molecular weight is 587.3 g mol⁻¹. As for the spin multiplicity: 2.